C35H46N6NiOSi2 as an isolated structure, computed with ωB97M-V with the def2-TZVPD basis set.

Structure (XYZ):
```
91
Properties=species:S:1:pos:R:3:forces:R:3
Ni 0.01903 0.78428 0.26837 -0.446 0.309 -0.330
C -0.98326 1.41935 -6.46550 -0.003 0.013 -0.075
C -1.18260 1.17248 -4.99588 -0.025 0.000 0.067
C -2.32670 1.58418 -4.33083 -0.015 -0.006 -0.099
C -2.47381 1.40248 -2.96449 0.100 0.015 0.127
C -1.49081 0.77714 -2.18511 0.025 -0.060 -0.397
N -1.58840 0.63804 -0.81925 0.538 0.065 0.425
C -2.82699 0.69032 -0.21400 0.055 -0.001 -0.049
C -3.87005 -0.17369 -0.58978 0.028 0.020 -0.009
C -5.07887 -0.19056 0.06963 0.010 0.005 -0.026
C -5.31937 0.64470 1.16273 0.015 0.018 0.017
C -6.60822 0.56853 1.93505 -0.026 -0.001 0.024
C -4.31153 1.51426 1.53722 0.038 -0.006 -0.034
C -3.10380 1.56381 0.84212 -0.096 -0.169 0.001
N -2.15482 2.55600 1.21966 0.073 0.112 0.057
C -2.43718 3.75154 1.78149 -0.090 -0.035 -0.122
C -1.24826 4.37669 2.06600 0.056 0.107 -0.003
C -0.26897 3.48338 1.62480 0.065 -0.099 -0.210
N -0.82554 2.39112 1.11047 0.049 -0.317 0.482
C -0.35047 0.30495 -2.87826 0.125 -0.062 0.058
C -0.20103 0.54062 -4.23678 -0.043 0.032 0.012
N 0.61154 -0.49605 -2.20904 -0.255 -0.374 -0.502
C 1.13393 -1.61222 -2.81542 -0.165 0.326 0.064
C 2.04711 -2.41138 -2.24509 0.006 -0.119 -0.112
C 2.41969 -2.17036 -0.81580 0.064 -0.066 0.185
N 1.05801 -0.08262 -0.96161 0.321 0.259 0.333
H -1.91577 1.72748 -6.93923 0.001 0.001 0.008
H -0.62882 0.52469 -6.98139 0.003 -0.004 0.019
H -0.24824 2.20845 -6.64333 0.003 -0.005 0.010
H -3.12120 2.07248 -4.88468 0.002 0.008 -0.002
H -3.37373 1.75688 -2.47864 -0.010 0.012 0.017
H -3.68622 -0.84556 -1.41894 0.001 -0.006 0.004
H -5.84917 -0.88229 -0.25225 -0.004 -0.002 0.009
H -7.43827 0.28254 1.28879 0.007 0.004 -0.007
H -6.85579 1.52651 2.39383 0.008 -0.001 0.002
H -6.54763 -0.17401 2.73463 -0.001 -0.002 -0.005
H -4.46465 2.16530 2.39025 0.002 0.008 0.014
H -3.45589 4.07888 1.88601 0.006 0.012 0.037
H -1.11309 5.35473 2.49148 0.017 -0.003 0.009
H 0.80468 3.58037 1.61162 0.002 0.022 0.046
H 0.70882 0.20141 -4.71833 -0.006 0.015 -0.026
H 0.75308 -1.78748 -3.81063 0.025 -0.039 -0.006
H 2.40565 -3.27369 -2.78868 0.028 -0.010 0.023
H 3.43710 -2.53545 -0.63298 0.027 0.029 0.046
C 5.32135 -0.54396 -1.56734 -0.064 0.103 -0.035
Si 3.69390 0.40529 -1.50638 0.046 -0.004 -0.013
C 3.90300 2.00602 -0.53140 0.016 -0.054 -0.100
C 3.23144 0.89401 -3.25303 0.046 -0.025 0.105
C 2.34742 -0.63675 -0.57568 -0.188 0.005 0.180
C 2.54418 -0.29557 0.86596 0.063 -0.107 -0.173
C 3.64446 -0.74859 1.60078 -0.048 0.023 -0.003
C 3.78330 -0.37382 2.91647 0.044 -0.035 -0.008
C 2.82247 0.45290 3.49439 -0.068 0.067 0.006
C 1.76238 0.85763 2.71686 0.028 0.034 0.047
N 1.62348 0.49418 1.43533 -0.412 0.043 -0.227
Si 1.20593 -3.27776 0.17908 -0.020 0.091 -0.059
C 1.80948 -5.03708 -0.10605 -0.034 0.042 -0.023
C -0.56408 -3.05993 -0.40095 0.092 -0.017 0.073
C 1.17688 -2.96004 2.03569 -0.036 -0.039 -0.070
H 6.06496 0.05083 -2.10343 0.022 -0.006 -0.014
H 5.19811 -1.48372 -2.10968 -0.018 -0.011 -0.002
H 5.73391 -0.76556 -0.58212 -0.010 0.005 0.022
H 4.53045 2.69877 -1.09738 0.008 0.008 0.006
H 4.36090 1.86193 0.44860 0.008 -0.022 0.015
H 2.93028 2.48373 -0.38949 -0.018 -0.013 -0.010
H 4.00247 1.58041 -3.61498 0.009 0.001 -0.023
H 2.27586 1.41710 -3.28718 -0.033 -0.006 0.028
H 3.19230 0.03839 -3.92630 -0.013 -0.026 0.004
H 4.36748 -1.39824 1.12883 -0.009 0.000 -0.011
H 4.62807 -0.72451 3.49529 -0.005 0.005 0.015
H 2.89012 0.77076 4.52508 0.014 -0.004 0.006
H 0.97633 1.49080 3.11002 0.010 -0.013 0.017
H 1.94004 -5.24865 -1.16908 -0.016 0.013 -0.002
H 1.10286 -5.76848 0.29108 -0.019 -0.001 0.031
H 2.77011 -5.20067 0.38816 0.018 -0.001 0.005
H -0.70332 -3.34163 -1.44467 0.029 0.011 -0.012
H -0.87533 -2.01903 -0.27974 -0.009 0.008 -0.023
H -1.22376 -3.68070 0.21152 -0.003 -0.017 0.013
H 2.13868 -3.10128 2.53006 0.038 0.019 -0.013
H 0.45603 -3.64717 2.48855 0.015 -0.032 0.008
H 0.81487 -1.94951 2.22705 0.011 0.051 0.027
C -0.86086 -1.26115 4.65319 -0.093 -0.032 -0.048
C -1.34579 -0.16156 3.73678 0.027 0.085 0.043
C -1.94157 1.05014 4.40993 0.027 -0.030 -0.038
O -1.25829 -0.24417 2.53211 0.019 -0.150 0.217
H -0.74939 -0.92018 5.68137 0.008 0.011 -0.006
H 0.07605 -1.66927 4.28232 0.027 -0.020 -0.016
H -1.60004 -2.06553 4.63793 0.004 -0.014 -0.004
H -2.78074 0.74937 5.04129 -0.012 -0.010 -0.011
H -2.26811 1.77416 3.67043 -0.023 0.049 0.004
H -1.19775 1.49987 5.07251 0.008 0.012 -0.009
```
Forces are in eV/Å.

frontier orbital gap (alpha / beta): 6.062 / 6.021 eV
LUMO (alpha / beta): 0.5 / 0.5 eV
F_max: 0.013 Eh/bohr
HOMO level (alpha / beta): -5.61 / -5.56 eV
E_tot: -3852.42423 a.u.

Mulliken population analysis, charges in e, atoms 1 to 2:
1 Ni -0.545
2 C -1.559

=====

One molecule with the formula C6H8Cl2N2O3S at a distorted geometry, computed with ωB97M-V with the def2-TZVPD basis set.

Structure (XYZ):
```
22
Properties=species:S:1:pos:R:3:forces:R:3
C 1.36229 -1.00772 1.16536 0.691 -1.341 5.206
C -0.52967 -0.34582 -1.57657 0.282 0.733 1.125
C 0.73170 -2.32286 1.88495 1.452 1.840 0.857
C 2.33274 -0.15629 1.97955 0.028 1.864 -2.130
C -1.18168 2.63199 -2.30442 -1.590 1.124 -0.159
C -1.90603 1.52573 -1.53848 -0.383 0.142 -0.117
N 1.08063 -0.66668 0.05085 -0.767 2.205 -2.748
N 0.47438 -1.07098 -0.95472 -0.344 -1.834 -1.507
O -0.98837 -0.70809 -2.61574 -0.314 -0.333 -0.691
O -1.78372 -2.09657 2.16601 -1.220 0.423 0.106
O -0.89311 0.76348 -0.89021 0.526 -0.709 1.017
S -0.88711 -2.85702 1.29376 0.505 -0.546 -0.552
Cl 1.99594 -3.56726 1.70710 -0.560 0.100 0.034
Cl 0.49962 -1.84035 3.67239 0.470 -0.630 -1.296
H 1.77758 0.68256 2.52084 0.794 -1.437 -0.428
H 3.01080 0.37159 1.18470 -1.129 -0.955 1.569
H 2.93637 -0.78874 2.59025 0.350 -0.077 0.754
H -2.07262 3.21802 -2.85273 2.542 -1.327 0.284
H -0.75567 3.37017 -1.63564 -0.101 0.197 0.465
H -0.24875 2.22087 -2.80618 -1.769 0.445 -0.344
H -2.23081 0.78220 -2.27362 -1.202 0.771 0.082
H -2.72451 1.86176 -0.76745 1.739 -0.656 -1.528
```
Forces are in eV/Å.

frontier orbital gap (alpha / beta): 8.221 / 7.310 eV
LUMO (alpha / beta): -1.4 / -1.7 eV
relative energy (zero: lowest compared OMol25 entry of this formula, charge and spin): 22.11 kcal/mol
F_max: 0.105 Eh/bohr
HOMO level (alpha / beta): -9.58 / -9.00 eV
E_tot: -1887.06672 a.u.

Mulliken population analysis, charges in e, atoms 1 to 2:
1 C 0.438
2 C 0.696

=====

C24H44InP2 as an isolated structure at a distorted geometry, computed with ωB97M-V with the def2-TZVPD basis set.

Structure (XYZ):
```
71
Properties=species:S:1:pos:R:3:forces:R:3
In 3.99756 1.52551 -1.03801 -0.106 0.068 0.425
C -1.49757 -0.78709 3.77623 -0.470 -2.563 -2.200
C -1.14805 -1.79546 2.83617 -1.176 1.839 1.469
C 0.79475 -0.98191 3.77442 -1.146 0.687 0.222
C -0.29551 -0.29509 4.36309 2.410 -0.721 -0.296
C 0.27527 -1.88439 2.81143 0.115 0.392 0.766
C -2.87765 -0.46209 4.20057 -0.446 0.230 0.089
H -3.59870 -0.59439 3.37971 0.236 0.089 0.266
H -2.93818 0.57736 4.54930 -0.160 -0.226 -0.054
H -3.19788 -1.11567 5.03170 0.055 0.249 -0.194
C -0.19220 0.63160 5.51090 -0.045 0.321 0.244
H -1.14040 1.14765 5.69463 0.225 -0.044 0.045
H 0.58969 1.38371 5.34336 -0.157 -0.119 0.116
H 0.07452 0.07390 6.42297 -0.076 0.196 -0.160
C 2.21470 -0.90832 4.16751 0.475 0.035 -0.007
H 2.33683 -0.36526 5.10217 0.094 0.002 0.059
H 2.83105 -0.41010 3.41219 0.123 0.030 0.029
H 2.62304 -1.91433 4.29985 0.117 0.075 0.094
C 1.09243 -2.85216 2.05063 0.234 -0.297 -0.396
H 1.43615 -3.67796 2.69657 -0.088 0.205 -0.136
H 1.99859 -2.36978 1.65587 -0.110 -0.123 0.082
H 0.54605 -3.29755 1.20869 0.090 0.094 0.228
C -2.10627 -2.65489 2.10463 -0.330 -0.223 -0.308
H -1.68871 -3.66022 1.94320 -0.221 0.216 0.012
H -2.36388 -2.23171 1.12267 0.012 -0.181 0.227
H -3.03946 -2.75419 2.67457 0.217 -0.109 -0.172
C -2.03879 1.53677 0.83217 0.020 0.290 -0.292
C -3.33277 1.24609 0.63733 -0.084 0.020 0.401
C -3.90103 0.28344 -0.35581 0.129 0.700 -1.466
C -2.92455 -0.28617 -1.44463 -0.950 0.367 -0.189
C -1.74776 -1.09400 -1.02417 2.611 0.037 0.839
C -0.48045 -0.67460 -0.67927 -2.189 -0.988 0.056
C -0.00520 0.69941 -0.37640 0.837 0.687 -0.014
C -1.07422 1.79782 -0.28709 0.840 -1.440 -0.309
H -4.69185 0.81495 -0.90669 -0.087 -0.353 -0.032
H -2.57106 0.54900 -2.07047 -0.404 -0.411 0.177
H -4.41415 -0.53677 0.18348 0.402 0.362 -0.068
H -1.55320 1.85821 -1.26706 -0.131 0.284 0.396
H -1.60212 1.62129 1.83057 -0.520 1.146 -0.004
H -4.08656 1.78009 1.21984 0.093 -1.111 1.031
H -0.58975 2.77646 -0.11020 -0.202 -0.372 0.017
H 0.55658 0.69216 0.56791 -0.303 -0.233 -0.030
H 0.25368 -1.45233 -0.43602 -0.317 0.038 -0.093
H 0.72448 0.98493 -1.17370 -0.285 -0.176 0.927
H -3.54886 -0.94027 -2.08420 0.299 0.395 0.146
H -1.89391 -2.17848 -0.98347 0.049 0.298 -0.265
P 0.31186 1.77358 -3.25168 -0.517 0.520 0.027
C 0.09850 3.46842 -3.91933 -0.111 -0.174 -0.185
C -0.78027 0.81713 -4.38964 0.309 0.135 -0.169
P 2.95253 0.09375 -2.94283 -0.800 -0.088 -2.772
C 2.02107 1.43397 -3.83054 -0.069 0.059 -0.161
C 2.06957 -1.41975 -3.54086 0.012 -0.389 0.403
C 4.33004 0.09434 -4.14604 0.306 -0.256 0.164
H 1.00988 4.04758 -3.69890 -0.493 -0.025 -0.112
H -0.77059 3.90760 -3.40160 0.387 0.035 -0.372
H -0.08101 3.41012 -5.00517 0.095 0.378 0.324
H -0.62112 1.15591 -5.42401 -0.134 -0.248 0.138
H -1.82193 1.02684 -4.09651 0.390 -0.140 -0.165
H -0.59267 -0.26224 -4.30102 -0.176 0.326 -0.006
H 3.91713 0.26692 -5.14939 0.287 -0.135 0.277
H 4.82657 -0.88133 -4.10327 0.170 0.289 -0.106
H 5.03313 0.89462 -3.88425 0.010 -0.217 -0.287
H 2.61094 2.35883 -3.67093 -0.285 -0.286 -0.261
H 1.97841 1.20148 -4.91020 0.447 0.045 0.324
H 2.81463 -2.22021 -3.66685 -0.256 0.220 0.165
H 1.60518 -1.23799 -4.52687 0.287 0.167 0.461
H 1.30074 -1.75934 -2.83736 0.111 0.116 -0.161
C 3.09020 0.60713 0.69280 0.200 -0.088 0.744
H 3.92454 0.25701 1.30847 -0.252 0.012 -0.002
H 2.46207 -0.20683 0.31487 0.286 0.253 0.036
H 2.50597 1.36729 1.21392 0.112 -0.170 0.018
```
Forces are in eV/Å.

frontier orbital gap (alpha / beta): 3.065 / 4.740 eV
LUMO (alpha / beta): -5.9 / -4.1 eV
charge: +1
F_max: 0.066 Eh/bohr
HOMO level (alpha / beta): -8.94 / -8.85 eV
E_tot: -1813.26266 a.u.

Mulliken population analysis, charges in e, atoms 1 to 2:
1 In 0.633
2 C 0.279